The following is a DFT calculation (the ωB97M-V functional and the def2-TZVPD basis) of the molecule C4H8O2.

Cartesian coordinates (Å):
C (1.66686, -0.20097, 0.80687)
O (1.11083, 0.85213, 0.05009)
C (-0.11812, 0.61055, -0.58260)
C (-0.61102, -0.82395, -0.86464)
O (-1.85516, -0.56708, -0.20176)
C (-1.41621, 0.72625, 0.23876)
H (0.95331, -0.64729, 1.51560)
H (2.06009, -0.99878, 0.15866)
H (2.49927, 0.23205, 1.36791)
H (-0.12841, 1.24591, -1.47333)
H (-0.04143, -1.61658, -0.36465)
H (-0.74875, -1.09765, -1.91698)
H (-1.25225, 0.76980, 1.32379)
H (-2.11901, 1.51563, -0.05773)

Computed properties:
Gap between HOMO and LUMO, eV: 10.771
Strongest force on any atom, eV/A: 0.4
LUMO, eV: 1.0
SMILES string: COC1COC1
2S+1: 1